Record 1
Entry from the Open Molecules 2025 dataset: a molecular structure, C28H25F5NO2S2Zr (wB97M-V/def2-TZVPD).

Element x y z (Å)
Zr: -0.21600 0.07081 -0.89279
O: -1.13472 -1.34809 -2.35849
C: -2.48613 -1.97021 -2.45846
C: -3.57451 -0.94280 -2.24240
C: -3.43369 -0.16746 -0.91996
C: -2.97910 -1.07642 0.18260
C: -3.84639 -1.80907 0.97269
C: -3.34198 -2.78792 1.81701
C: -1.97232 -3.02947 1.84903
C: -1.15658 -2.24329 1.06878
N: -1.64306 -1.27074 0.27077
H: -0.79523 -1.24525 -3.26208
H: -2.48600 -2.76234 -1.71499
H: -2.54706 -2.42124 -3.44574
H: -4.52159 -1.48775 -2.25443
H: -3.61359 -0.23904 -3.07505
H: -4.37352 0.32150 -0.66498
H: -2.72490 0.66190 -1.05523
H: -4.91133 -1.62791 0.90588
H: -4.01341 -3.37344 2.43210
H: -1.54714 -3.80518 2.46982
H: -0.07879 -2.38554 1.07619
O: -0.68214 1.45790 0.40140
S: -0.47199 2.72103 1.32675
C: 1.31308 3.00692 1.11420
C: 2.14526 1.76489 0.98116
C: 3.00946 1.39402 1.99161
C: 3.81060 0.26034 1.86168
C: 3.75766 -0.51748 0.71620
C: 2.94449 -0.12453 -0.33804
C: 2.11571 1.00547 -0.21247
C: -0.73333 2.11778 3.01596
C: 0.27251 1.22247 3.66525
C: 0.95846 1.68353 4.78275
C: 1.84109 0.84747 5.45597
C: 2.03675 -0.45382 5.01601
C: 1.35480 -0.91698 3.89569
C: 0.47626 -0.08516 3.22292
H: 1.61288 3.62703 1.96231
H: 1.35373 3.63174 0.21868
H: 3.07640 1.98328 2.89711
H: 4.49033 -0.00029 2.66259
H: 4.39890 -1.38233 0.61215
H: 3.02489 -0.64841 -1.27976
H: 1.72757 1.50417 -1.11337
H: -1.73926 1.69150 2.94698
H: -0.84222 3.06683 3.55333
H: 0.78829 2.68823 5.15323
H: 2.35634 1.20965 6.33551
H: 2.70675 -1.11120 5.55415
H: 1.50681 -1.93664 3.56286
H: -0.03620 -0.46204 2.34467
F: 2.02717 -0.60485 -7.25506
C: 1.41004 -0.09234 -6.22262
C: 0.46844 0.91524 -6.39354
F: 0.19751 1.35591 -7.59554
C: -0.19379 1.46044 -5.29485
F: -1.07443 2.42192 -5.48242
C: 0.07515 1.01514 -4.00630
S: -0.65591 1.76865 -2.58843
C: 1.01447 0.00424 -3.89526
F: 1.28230 -0.45656 -2.58977
C: 1.69502 -0.56810 -4.94306
F: 2.57718 -1.52608 -4.74091

## Properties
Lowest unoccupied orbital energy ... -10.16 eV
HOMO ... -17.267 eV
Max |F| ... 0.7 eV/A
Spin multiplicity ... 1
Net charge ... +3
Calculated total energy ... -71540.068 eV

=====

Record 2
Entry from the Open Molecules 2025 dataset: a molecular structure, C30H26BrGeN3O2RhS (wB97M-V/def2-TZVPD).

Element x y z (Å)
Rh: -0.75728 0.56820 1.53862
Br: -0.77964 3.90324 2.32599
C: -1.74735 3.37329 0.80901
C: -2.43730 4.27961 0.02157
C: -3.21502 3.78497 -1.01422
C: -3.32578 2.41026 -1.19925
C: -2.60953 1.58488 -0.36391
N: -1.79283 2.06890 0.58282
C: -2.76473 0.08843 -0.36135
O: -3.47212 -0.46867 -1.15334
O: -2.10272 -0.53468 0.61007
H: -2.37698 5.33704 0.23409
H: -3.76489 4.46915 -1.64664
H: -3.97041 1.96796 -1.94607
N: -2.96376 -1.80010 3.45619
C: -1.81888 -2.13884 2.88120
S: -0.46383 -1.03243 3.12091
N: -1.72475 -3.27597 2.23321
C: -0.53143 -3.87850 1.69604
C: 0.46779 -4.32013 2.54954
C: 1.56718 -4.97349 2.01392
C: 1.65160 -5.18871 0.64335
C: 0.63685 -4.75340 -0.19756
C: -0.46677 -4.09854 0.33033
H: -3.04956 -0.90437 3.90457
H: -3.76790 -2.41077 3.45732
H: -2.57951 -3.80573 2.10507
H: 0.37263 -4.16879 3.61712
H: 2.35023 -5.33189 2.66821
H: 2.50234 -5.71613 0.23320
H: 0.69408 -4.93618 -1.26206
H: -1.28376 -3.78070 -0.30530
C: 2.30545 -1.72990 1.10562
Ge: 1.21181 -0.48505 0.13006
C: 0.71015 -0.91420 -1.66394
C: -0.49439 -1.52043 -2.01448
C: -0.75048 -1.81717 -3.34535
C: 0.19526 -1.52647 -4.31959
C: 1.39971 -0.92659 -3.97228
C: 1.66001 -0.61600 -2.64691
C: 1.39237 1.37086 0.65179
C: 2.07866 1.53153 1.86418
C: 2.71048 2.73402 2.19693
C: 2.65972 3.77872 1.31035
C: 1.92867 3.69931 0.09891
C: 1.84404 4.81752 -0.76269
C: 1.11824 4.74892 -1.91731
C: 0.45330 3.55403 -2.25624
C: 0.52234 2.45405 -1.44251
C: 1.26029 2.49615 -0.24308
H: 3.27531 -1.76574 0.60173
H: 1.84704 -2.71680 1.04009
H: 2.44793 -1.45962 2.14598
H: -1.24105 -1.73815 -1.26398
H: -1.69200 -2.27408 -3.61935
H: -0.00654 -1.76676 -5.35488
H: 2.13548 -0.69976 -4.73200
H: 2.59950 -0.13303 -2.39471
H: 2.20105 0.68706 2.53232
H: 3.25855 2.81720 3.12521
H: 3.17596 4.70465 1.53638
H: 2.36724 5.72596 -0.49124
H: 1.06052 5.60336 -2.57781
H: -0.11503 3.50215 -3.17600
H: 0.00445 1.54634 -1.72784

## Properties
Lowest unoccupied orbital energy (alpha / beta) ... -6.93 / -7.85 eV
HOMO (alpha / beta) ... -14.184 / -14.227 eV
ΔE to the lowest compared entry with this formula, charge and spin ... 0.000 eV
Max |F| ... 0.7 eV/A
Spin multiplicity ... 2
Net charge ... +2
Calculated total energy ... -180485.968 eV
⟨S²⟩ ... 0.7618

=====

Record 3
Entry from the Open Molecules 2025 dataset: C6H9N in the gas phase at a distorted geometry (wB97M-V/def2-TZVPD).

Element x y z (Å)
C: -1.22267 1.55223 -0.08824
C: -0.13914 0.55379 -0.06848
C: 0.05781 -0.80156 0.10674
C: -0.98719 -1.86097 0.32982
C: 1.47208 -0.96968 0.09407
C: 2.04981 0.26536 -0.16219
N: 1.03333 1.21320 -0.26991
H: -2.19051 1.11945 -0.38929
H: -0.70131 2.44429 -0.75993
H: -1.33610 2.13836 0.82589
H: -0.63295 -2.85253 0.02132
H: -1.89554 -1.64553 -0.24548
H: -1.27403 -1.93399 1.38499
H: 1.98754 -1.92625 0.20622
H: 3.08252 0.48244 -0.37795
H: 0.69635 2.22139 -0.60758

## Properties
Lowest unoccupied orbital energy ... 0.94 eV
HOMO ... -7.732 eV
ΔE to the lowest compared entry with this formula, charge and spin ... 1.711 eV
Max |F| ... 4.2 eV/A
Spin multiplicity ... 1
Calculated total energy ... -7856.449 eV
SMILES ... Cc1cc[nH]c1C

=====

Record 4
Entry from the Open Molecules 2025 dataset: a molecular structure, C36H48CaN8O4STe at a distorted geometry (wB97M-V/def2-TZVPD).

Element x y z (Å)
Ca: 0.15093 -0.44920 -1.11301
C: -0.16053 5.24804 2.23798
C: 0.99432 4.31561 2.05044
N: 0.70196 2.93964 2.46542
C: 1.32667 2.45821 3.69543
C: 2.79621 2.15299 3.35619
C: 0.30070 2.10047 1.41014
S: 0.24227 0.31330 1.69244
N: 0.06863 2.63129 0.31259
C: -0.64683 2.02536 -0.80131
O: -1.67981 1.04965 -0.58610
C: -0.82033 2.75190 -2.00786
C: 0.01021 3.87614 -2.45939
C: -0.25406 4.34894 -3.73980
C: -1.23787 3.87310 -4.59541
C: -2.02727 2.87272 -4.10811
C: -1.85674 2.28860 -2.88593
H: 0.19189 6.30128 2.09542
H: -0.52800 4.97301 3.22945
H: -0.99842 5.06196 1.58693
H: 1.81462 4.73316 2.76208
H: 1.41527 4.34830 0.97576
H: 0.80576 1.65928 4.23447
H: 1.26376 3.31381 4.43438
H: 2.80555 1.44915 2.50305
H: 3.51575 1.64129 3.95469
H: 3.16972 3.12335 3.00598
H: 0.60764 4.46506 -1.86067
H: 0.23996 5.24255 -3.96972
H: -1.17612 4.51451 -5.46559
H: -2.88580 2.57149 -4.74275
H: -2.51175 1.52359 -2.58373
C: 3.91811 1.87330 0.10878
C: 4.71381 0.81917 0.45432
C: 4.46454 -0.46168 -0.04740
C: 3.42045 -0.70993 -0.91432
N: 2.72038 0.40160 -1.31870
C: 2.99303 1.62308 -0.88363
C: 3.05078 -2.06547 -1.49221
C: 4.03149 -3.04602 -1.55299
C: 3.82864 -4.36858 -1.90430
C: 2.49161 -4.69314 -2.30264
C: 1.50899 -3.70115 -2.31301
C: 1.68175 -2.36925 -1.85512
H: 3.88948 2.80417 0.65053
H: 5.39095 0.85562 1.30981
H: 5.09570 -1.27214 0.33669
H: 2.35024 2.36580 -1.24801
H: 5.03475 -2.84066 -1.22415
H: 4.60682 -5.14102 -1.81017
H: 2.32035 -5.69682 -2.70924
H: 0.48514 -3.89120 -2.68962
N: 3.14759 -0.91839 3.44587
N: 2.67911 -1.81373 2.46742
C: 2.56719 -3.08193 2.65649
N: 2.09008 -3.84234 1.58912
N: 2.90634 -3.60045 3.82473
N: 3.21264 -5.00801 3.97663
O: 4.08460 -5.31410 4.73863
O: 2.51116 -5.82313 3.37617
H: 2.37885 -0.72490 4.03957
H: 3.61450 -1.64924 4.00163
H: 2.29329 -1.37674 1.64662
H: 2.49424 -3.66378 0.65650
H: 1.96414 -4.77210 1.89775
C: -7.27131 -0.50019 1.88013
C: -6.05228 -1.12387 1.25915
C: -5.99391 -1.33519 -0.09715
C: -4.76343 -1.72457 -0.69658
C: -4.55655 -1.65080 -2.20074
C: -3.68252 -2.21323 0.12061
Te: -1.96529 -3.15090 -0.68310
C: -3.73789 -1.97941 1.53486
C: -2.62845 -2.20017 2.56028
C: -4.91674 -1.32893 2.06400
H: -7.97364 -0.07674 1.19419
H: -6.96438 0.34263 2.50021
H: -7.79665 -1.30262 2.42220
H: -6.83554 -1.01899 -0.68748
H: -5.35118 -0.99745 -2.59915
H: -4.60776 -2.65152 -2.70007
H: -3.52405 -1.16676 -2.21340
H: -1.73356 -1.72992 2.33519
H: -2.38322 -3.26535 2.70458
H: -2.84706 -1.88023 3.60546
H: -4.90754 -1.11609 3.11780
C: 0.92536 0.50950 -4.52619
C: 0.06673 -0.69335 -4.58748
O: -0.66533 -0.85729 -3.37655
H: 1.61222 0.62705 -5.48237
H: 1.64584 0.50402 -3.66789
H: 0.28980 1.40737 -4.49740
H: 0.59110 -1.63589 -4.82806
H: -0.72486 -0.56511 -5.31702
H: -1.16475 -1.66789 -3.23895
C: -2.71378 1.41715 0.34084
H: -3.42275 0.56960 0.22093
H: -3.14626 2.40472 0.09637
H: -2.37940 1.43499 1.44759

## Properties
Lowest unoccupied orbital energy ... 4.27 eV
HOMO ... -0.433 eV
ΔE to the lowest compared entry with this formula, charge and spin ... 0.296 eV
Max |F| ... 4.4 eV/A
Spin multiplicity ... 1
Net charge ... -2
Calculated total energy ... -94784.911 eV

=====

Record 5
Entry from the Open Molecules 2025 dataset: a molecular structure, C6H13CoMgO5 at a distorted geometry (wB97M-V/def2-TZVPD).

Element x y z (Å)
O: 0.04672 0.20082 -0.95172
C: 1.12473 -0.14294 -1.77301
C: 1.90420 -1.31273 -1.18325
O: 0.95532 -2.30834 -0.76338
C: 1.55294 -3.49393 -0.24921
Co: -0.67752 -1.40098 -0.22798
H: 1.82991 0.69808 -1.89745
H: 0.77423 -0.42012 -2.78497
H: 2.48303 -1.00242 -0.29811
H: 2.58782 -1.75764 -1.92122
H: 0.74717 -4.15495 0.08567
H: 2.13310 -3.98680 -1.04074
H: 2.21096 -3.24697 0.59625
O: -0.54615 -0.24064 1.52619
C: 0.29410 0.64589 1.21106
O: 0.04750 1.92431 1.28757
C: -1.19580 2.39613 1.81223
O: -2.28955 1.85717 1.13233
C: -2.51377 2.38245 -0.19648
Mg: -2.65883 -0.15071 1.48515
H: 1.35882 0.40918 1.12619
H: -1.16261 3.48306 1.68960
H: -1.25832 2.11987 2.87059
H: -3.46030 1.95731 -0.54428
H: -2.59596 3.47368 -0.13588
H: -1.69173 2.07124 -0.85517

## Properties
Lowest unoccupied orbital energy (alpha / beta) ... -12.12 / -15.71 eV
HOMO (alpha / beta) ... -19.367 / -22.553 eV
Max |F| ... 3.3 eV/A
Spin multiplicity ... 6
Net charge ... +3
Calculated total energy ... -59707.168 eV
⟨S²⟩ ... 8.7613

=====

Record 6
Entry from the Open Molecules 2025 dataset: a molecular structure, C42H46FMnN3O2SiTe at a distorted geometry (wB97M-V/def2-TZVPD).

Element x y z (Å)
Mn: -0.24710 -0.58520 0.14860
C: -0.97100 -4.02380 -1.56920
Si: -1.60410 -3.44570 0.16340
C: -0.17570 -3.80440 1.38150
C: -3.00030 -4.70270 0.50550
N: -1.91350 -1.74250 0.19210
C: -3.12080 -1.13880 0.32140
C: -4.37280 -1.75230 0.11700
C: -5.56070 -1.07850 0.30110
C: -5.58040 0.25650 0.67260
C: -4.37470 0.92100 0.83110
C: -3.20420 0.22900 0.65010
F: -2.00360 0.92630 0.77210
H: -0.83890 -5.10220 -1.55360
H: -0.00230 -3.59760 -1.82270
H: -1.67590 -3.79920 -2.36680
H: 0.40730 -4.65990 1.05720
H: -0.54290 -4.02220 2.37690
H: 0.49530 -2.94770 1.46160
H: -2.56120 -5.66810 0.74190
H: -3.62330 -4.84380 -0.37340
H: -3.64440 -4.41760 1.32930
H: -4.38260 -2.78080 -0.19410
H: -6.49380 -1.60180 0.14930
H: -6.51240 0.77700 0.82230
H: -4.33520 1.96050 1.11720
C: 4.31410 1.05820 5.25520
C: 3.13880 0.70140 4.39610
C: 1.84550 0.64310 4.89840
C: 0.75890 0.29160 4.10900
C: -0.58170 0.41200 4.72040
O: -0.76790 1.15910 5.66740
C: -1.71970 -0.38940 4.18970
C: -1.62480 -1.76530 4.01320
C: -2.74790 -2.49990 3.67640
C: -3.97240 -1.87490 3.50900
C: -4.07330 -0.50540 3.68390
C: -2.95520 0.23090 4.02830
C: 0.94140 -0.02660 2.72810
O: -0.01960 -0.43890 1.99250
C: 2.26710 0.13770 2.19160
C: 3.32440 0.46440 3.04720
C: 2.51720 0.03080 0.77650
N: 1.55250 0.04930 -0.11890
C: 1.92950 0.18810 -1.52140
C: 1.25750 -0.89270 -2.34720
Te: 2.25330 -0.96710 -4.34300
C: 4.20380 -1.50740 -3.64460
C: 4.45580 -2.70990 -3.00290
C: 5.75490 -3.08180 -2.70530
C: 6.81230 -2.25730 -3.05100
C: 6.56570 -1.04460 -3.67220
C: 5.26600 -0.67240 -3.96380
C: 3.94490 -0.16090 0.40900
C: 4.72080 0.77060 -0.27140
C: 6.04670 0.49710 -0.55750
C: 6.61390 -0.70300 -0.16570
C: 5.85100 -1.63160 0.52190
C: 4.52930 -1.36030 0.81070
H: 4.00570 1.29890 6.26830
H: 4.83840 1.91570 4.83540
H: 5.01850 0.22820 5.29100
H: 1.64130 0.87550 5.93440
H: -0.67570 -2.25660 4.17310
H: -2.67130 -3.57100 3.56020
H: -4.85140 -2.45180 3.25660
H: -5.02760 -0.01330 3.56650
H: -3.02150 1.29800 4.18180
H: 4.31500 0.56900 2.62810
H: 3.01100 0.10250 -1.67390
H: 1.61470 1.17730 -1.86780
H: -0.56380 -1.74910 -2.48360
H: 1.54860 -1.85530 -1.91140
H: 3.63920 -3.37230 -2.74860
H: 5.94320 -4.03240 -2.22490
H: 7.82710 -2.55890 -2.83710
H: 7.38370 -0.39190 -3.94370
H: 5.07670 0.26870 -4.46150
H: 4.29150 1.71910 -0.56060
H: 6.64190 1.23380 -1.07620
H: 7.65060 -0.90610 -0.38700
H: 6.29140 -2.56290 0.84690
H: 3.93340 -2.07120 1.36280
C: -0.65280 0.33630 -4.47080
C: -1.02360 0.15130 -2.99850
C: -2.44300 -0.42490 -2.94160
C: -0.99110 1.50460 -2.28270
N: -0.18620 -0.82880 -2.26030
H: -1.46200 0.85380 -4.98070
H: -0.51320 -0.62220 -4.96810
H: 0.24770 0.93570 -4.58720
H: -3.15470 0.27870 -3.36380
H: -2.72540 -0.61870 -1.90940
H: -2.50060 -1.35400 -3.50830
H: -1.92520 2.03350 -2.44380
H: -0.18180 2.13220 -2.64650
H: -0.86070 1.35360 -1.20410

## Properties
Lowest unoccupied orbital energy (alpha / beta) ... -0.27 / -0.23 eV
HOMO (alpha / beta) ... -6.954 / -7.037 eV
ΔE to the lowest compared entry with this formula, charge and spin ... 0.000 eV
Max |F| ... 1.3 eV/A
Spin multiplicity ... 2
Calculated total energy ... -102075.027 eV
⟨S²⟩ ... 0.7604